Below is a gas-phase ion, C25H22BN6O8 (charge -1) at a distorted geometry, with properties calculated with the ωB97M-V functional and the def2-TZVPD basis.

Last column: natural (NBO) charge in e.
Element x y z (Å)
1 C -4.049 -2.568 2.031  -0.648
2 C -2.648 -2.215 2.114  0.269
3 C -1.765 -2.150 3.161  -0.309
4 C -0.503 -1.779 2.609  -0.310
5 C -0.689 -1.618 1.256  0.361
6 B 0.060 0.449 -0.011  0.314
7 C 0.400 1.076 1.371  0.095
8 C 0.243 2.372 1.811  -0.297
9 C 1.195 2.589 2.850  -0.320
10 C 1.878 1.398 3.017  0.260
11 C 3.031 1.000 3.789  -0.651
12 O 1.355 0.457 2.173  -0.449
13 C 0.267 -1.296 0.188  -0.001
14 C 0.123 -2.164 -1.008  0.023
15 C 1.213 -3.006 -1.081  -0.364
16 C 2.076 -2.679 -0.023  0.549
17 C 3.386 -3.191 0.305  -0.710
18 O 1.570 -1.691 0.708  -0.373
19 C -1.432 0.503 -0.472  0.125
20 C -2.031 0.142 -1.663  -0.334
21 C -3.413 0.487 -1.570  -0.312
22 C -3.579 1.049 -0.326  0.261
23 C -4.686 1.724 0.315  -0.648
24 O -2.394 1.000 0.368  -0.427
25 O -2.005 -1.877 0.958  -0.431
26 H -4.398 -2.803 3.040  0.221
27 H -4.655 -1.737 1.649  0.227
28 H -4.212 -3.449 1.396  0.217
29 H -1.968 -2.339 4.209  0.216
30 H 0.422 -1.657 3.162  0.240
31 H -0.450 3.098 1.385  0.248
32 H 1.369 3.506 3.397  0.209
33 H 3.581 1.888 4.119  0.221
34 H 2.725 0.443 4.685  0.204
35 H 3.701 0.368 3.194  0.229
36 H -0.757 -2.194 -1.646  0.253
37 H 1.422 -3.786 -1.811  0.241
38 H 3.433 -4.249 0.033  0.230
39 H 4.139 -2.658 -0.288  0.304
40 H 3.604 -3.067 1.368  0.246
41 H -1.545 -0.319 -2.522  0.212
42 H -4.174 0.331 -2.330  0.214
43 H -5.449 1.945 -0.438  0.220
44 H -5.147 1.087 1.080  0.206
45 H -4.368 2.665 0.781  0.232
46 O 1.180 3.212 -5.722  -0.393
47 N 1.610 2.125 -5.309  0.519
48 O 2.356 1.381 -5.989  -0.468
49 C 1.299 1.642 -3.962  -0.127
50 C 1.945 0.528 -3.438  -0.091
51 C 1.913 0.268 -2.081  -0.061
52 N 3.059 -0.304 -1.467  0.475
53 O 3.774 -1.100 -2.130  -0.512
54 O 3.338 0.023 -0.291  -0.465
55 C 1.049 0.971 -1.052  -0.316
56 N 0.398 2.089 -1.775  -0.166
57 N -0.408 2.995 -1.153  -0.096
58 N -0.849 3.796 -2.088  -0.081
59 N -0.358 3.469 -3.295  -0.302
60 C 0.464 2.409 -3.095  0.295
61 H 2.575 -0.081 -4.075  0.269
62 H 1.781 1.488 -0.411  0.262

The calculation puts the energy relative to the best compared isomer or geometry (same formula, charge and spin) at 0.0 kcal/mol. As for the charge: -1. The value obtained for the HOMO energy is -0.15901 hartree. The gap between HOMO and LUMO comes out at 0.209 Ha. The total energy comes out at -52271.0528 eV.